Run P
Formula: C21H66O21
Source: the OMol25 dataset
Level of theory: ωB97M-V with the def2-TZVPD basis set

Structure (XYZ):
```
108
Properties=species:S:1:pos:R:3:lowdin_charge:R:1
O -2.212 1.042 -0.590 -0.068
C -1.084 0.796 0.244 -0.223
C -0.163 -0.293 -0.256 -0.204
O 0.591 0.084 -1.400 -0.074
H -1.861 1.531 -1.357 0.067
H -0.459 1.692 0.379 0.113
H -1.456 0.541 1.237 0.110
H -0.664 -1.231 -0.470 0.117
H 0.508 -0.498 0.592 0.113
H 1.391 0.545 -1.123 0.045
O 4.931 3.617 -0.276 -0.054
C 5.062 2.574 -1.252 -0.204
C 4.457 1.245 -0.820 -0.197
O 3.093 1.274 -0.400 -0.083
H 4.006 3.850 -0.195 0.056
H 4.582 2.964 -2.158 0.112
H 6.109 2.373 -1.459 0.129
H 5.100 0.804 -0.056 0.120
H 4.504 0.586 -1.690 0.129
H 2.876 2.157 -0.090 0.071
O 0.104 -3.532 0.770 -0.078
C 0.295 -4.847 1.233 -0.248
C 0.260 -5.931 0.189 -0.230
O 1.428 -5.890 -0.639 -0.073
H 0.720 -3.366 0.044 0.101
H 1.253 -4.902 1.781 0.126
H -0.398 -5.080 2.047 0.121
H -0.560 -5.736 -0.506 0.126
H 0.130 -6.922 0.631 0.120
H 2.207 -6.006 -0.083 0.084
O 1.552 2.533 2.486 -0.081
C 1.809 3.219 3.712 -0.207
C 2.868 4.313 3.582 -0.224
O 2.421 5.408 2.791 -0.046
H 1.539 3.189 1.788 0.071
H 0.879 3.674 4.076 0.130
H 2.068 2.524 4.511 0.123
H 3.757 3.855 3.135 0.125
H 3.119 4.659 4.580 0.126
H 2.287 5.094 1.895 0.063
O 2.634 1.424 -4.160 -0.068
C 1.663 2.391 -3.779 -0.220
C 2.112 3.826 -4.111 -0.249
O 2.820 3.966 -5.322 -0.042
H 2.802 1.393 -5.104 0.093
H 0.689 2.168 -4.230 0.125
H 1.569 2.257 -2.702 0.096
H 2.687 4.143 -3.239 0.104
H 1.222 4.466 -4.126 0.116
H 2.292 3.490 -5.976 0.093
O -2.305 -2.325 1.793 -0.075
C -2.505 -2.757 3.114 -0.247
C -1.597 -1.986 4.074 -0.240
O -0.280 -2.435 3.864 -0.073
H -1.397 -2.558 1.520 0.047
H -3.552 -2.648 3.393 0.103
H -2.218 -3.810 3.241 0.116
H -1.933 -2.124 5.110 0.117
H -1.634 -0.912 3.861 0.118
H 0.225 -1.679 3.518 0.034
O 2.716 -1.361 -3.279 -0.086
C 2.110 -2.004 -4.392 -0.248
C 0.674 -2.416 -4.093 -0.225
O -0.102 -1.238 -3.892 -0.081
H 2.402 -0.448 -3.239 0.033
H 2.193 -1.328 -5.253 0.112
H 2.765 -2.834 -4.669 0.117
H 0.702 -2.995 -3.167 0.116
H 0.271 -2.927 -4.964 0.119
H 0.207 -0.818 -3.077 0.032
O -4.941 -0.135 -0.311 -0.077
C -5.257 -0.591 1.006 -0.240
C -5.501 -2.082 1.050 -0.234
O -6.872 -2.481 0.921 -0.072
H -4.004 0.123 -0.272 0.043
H -4.377 -0.412 1.632 0.090
H -6.073 -0.017 1.451 0.121
H -5.183 -2.542 1.984 0.097
H -4.910 -2.538 0.249 0.111
H -7.150 -2.290 0.018 0.084
O 1.134 -0.099 3.285 -0.090
C 2.342 -0.686 3.716 -0.234
C 3.046 -1.440 2.602 -0.217
O 3.799 -0.618 1.708 -0.074
H 1.271 0.773 2.876 0.051
H 3.048 0.061 4.110 0.125
H 2.165 -1.321 4.587 0.123
H 2.320 -1.948 1.960 0.112
H 3.721 -2.160 3.065 0.123
H 3.204 -0.076 1.167 0.047
C -3.370 -2.683 -2.709 -0.148
O -3.710 -3.393 -3.901 -0.123
H -2.300 -2.485 -2.612 0.061
H -3.877 -1.724 -2.664 0.075
H -3.664 -3.325 -1.873 0.070
H -2.980 -3.981 -4.106 0.064
C -3.377 2.592 2.451 -0.157
O -3.367 2.604 3.870 -0.112
H -2.457 2.958 1.991 0.069
H -3.497 1.571 2.095 0.053
H -4.147 3.268 2.072 0.083
H -3.986 1.926 4.149 0.072
C -2.889 3.926 -2.350 -0.128
O -1.605 3.317 -2.251 -0.136
H -3.562 3.342 -2.965 0.089
H -3.339 3.960 -1.347 0.081
H -2.845 4.977 -2.649 0.079
H -1.090 3.804 -1.603 0.080
```

Properties
SMILES: OCCO.OCCO.OCCO.OCCO.OCCO.OCCO.OCCO.OCCO.OCCO.CO.CO.CO
M, g/mol: 654.74
Gap between HOMO and LUMO, Ha: 0.3086
Charge: 0

***

Run Q
Formula: C21H66O21
Source: the OMol25 dataset
Level of theory: ωB97M-V with the def2-TZVPD basis set

Structure (XYZ):
```
108
Properties=species:S:1:pos:R:3:lowdin_charge:R:1
O 4.411 -1.614 0.317 -0.068
C 3.011 -1.588 0.636 -0.208
C 2.762 -0.932 2.024 -0.196
O 3.266 0.410 1.995 -0.087
H 4.508 -1.052 -0.455 0.039
H 2.470 -1.065 -0.153 0.099
H 2.649 -2.608 0.768 0.116
H 3.316 -1.513 2.761 0.118
H 1.717 -1.042 2.315 0.104
H 4.221 0.308 2.001 0.095
O -2.023 4.362 -1.843 -0.063
C -2.705 3.608 -0.895 -0.252
C -2.307 3.891 0.580 -0.210
O -0.955 3.543 0.738 -0.080
H -1.126 4.023 -1.893 0.027
H -3.782 3.670 -1.054 0.122
H -2.410 2.583 -1.116 0.097
H -2.897 3.264 1.247 0.112
H -2.526 4.944 0.759 0.127
H -0.490 4.379 0.657 0.103
O -3.652 0.621 1.180 -0.056
C -3.693 -0.396 0.184 -0.228
C -3.621 -1.803 0.719 -0.237
O -2.468 -2.035 1.470 -0.088
H -2.850 0.556 1.704 0.021
H -4.611 -0.303 -0.396 0.126
H -2.828 -0.233 -0.460 0.092
H -3.631 -2.644 0.026 0.107
H -4.503 -1.802 1.361 0.131
H -2.717 -1.856 2.379 0.037
O -2.640 -1.827 4.144 -0.083
C -2.011 -0.690 4.819 -0.161
C -2.396 0.667 4.148 -0.218
O -1.642 0.888 3.005 -0.086
H -2.106 -2.566 4.444 0.038
H -2.419 -0.666 5.829 0.113
H -0.929 -0.757 4.938 0.119
H -2.225 1.473 4.860 0.123
H -3.446 0.698 3.859 0.127
H -0.730 0.936 3.299 0.063
O 2.561 -1.333 -3.832 -0.085
C 1.587 -2.375 -4.090 -0.170
C 0.411 -2.225 -3.093 -0.191
O 0.881 -2.670 -1.806 -0.083
H 3.407 -1.743 -4.030 0.099
H 1.245 -2.097 -5.087 0.110
H 2.008 -3.372 -4.221 0.125
H -0.502 -2.723 -3.420 0.115
H 0.081 -1.201 -2.919 0.088
H 0.625 -2.037 -1.131 0.014
O 1.220 1.687 3.385 -0.075
C 1.549 3.022 2.983 -0.230
C 0.687 4.045 3.779 -0.197
O -0.712 3.846 3.502 -0.079
H 1.794 1.262 2.744 0.022
H 2.597 3.210 3.215 0.114
H 1.500 3.156 1.902 0.107
H 1.053 5.039 3.524 0.109
H 0.890 3.861 4.834 0.115
H -0.849 3.420 2.653 0.023
O 3.432 3.403 -2.327 -0.069
C 4.552 3.202 -1.442 -0.202
C 4.281 2.003 -0.533 -0.221
O 4.586 0.781 -1.214 -0.075
H 3.218 2.570 -2.754 0.040
H 5.525 3.089 -1.922 0.116
H 4.774 4.046 -0.788 0.116
H 3.221 1.895 -0.302 0.115
H 4.840 2.099 0.398 0.115
H 5.545 0.728 -1.210 0.095
O -0.913 -6.664 0.195 -0.051
C -0.632 -5.378 -0.346 -0.251
C -1.803 -4.435 -0.625 -0.241
O -2.633 -5.091 -1.587 -0.073
H -1.237 -7.207 -0.527 0.081
H -0.003 -4.847 0.369 0.106
H -0.089 -5.452 -1.289 0.116
H -1.619 -3.393 -0.887 0.108
H -2.342 -4.503 0.319 0.108
H -3.256 -5.582 -1.047 0.081
O 2.173 1.353 -3.894 -0.085
C 0.737 1.470 -3.978 -0.223
C 0.392 2.924 -4.060 -0.174
O 0.417 3.490 -2.727 -0.077
H 2.381 0.423 -3.782 0.029
H 0.383 1.010 -4.900 0.120
H 0.348 0.959 -3.098 0.083
H -0.646 2.924 -4.393 0.114
H 0.990 3.495 -4.770 0.136
H 1.332 3.603 -2.462 0.060
C -2.650 0.630 -4.055 -0.169
O -2.373 0.422 -5.414 -0.111
H -3.549 0.109 -3.727 0.082
H -1.841 0.214 -3.454 0.051
H -2.738 1.705 -3.900 0.085
H -2.378 -0.524 -5.579 0.077
C 0.183 -3.710 3.449 -0.103
O -0.674 -3.715 4.608 -0.127
H 1.241 -3.589 3.682 0.083
H 0.018 -4.658 2.937 0.077
H -0.131 -2.969 2.714 0.070
H -0.247 -4.154 5.348 0.093
C 0.000 0.407 -0.316 -0.114
O -0.095 -0.927 0.120 -0.132
H -0.906 0.685 -0.854 0.067
H 0.174 1.075 0.527 0.079
H 0.843 0.517 -0.998 0.076
H -0.854 -1.037 0.697 0.051
```

Properties
SMILES: OCCO.OCCO.OCCO.OCCO.OCCO.OCCO.OCCO.OCCO.OCCO.CO.CO.CO
M, g/mol: 654.74
Gap between HOMO and LUMO, Ha: 0.3544
Charge: 0

***

Last place for stability: run P

***

Run P
Formula: C5H6N2
Source: the OMol25 dataset
Level of theory: ωB97M-V with the def2-TZVPD basis set

Structure (XYZ):
```
13
Properties=species:S:1:pos:R:3:lowdin_charge:R:1
N 1.859 -0.279 1.827 0.154
C 0.974 -0.648 1.173 -0.228
C 0.993 0.552 -0.892 -0.061
C -0.001 -0.494 -0.965 -0.213
C -0.120 -1.284 0.333 -0.107
C -1.118 1.461 0.184 0.000
N -0.220 0.902 -0.587 -0.145
H 1.974 0.894 -1.117 0.114
H -0.365 -0.843 -1.933 0.137
H -1.142 -1.246 0.742 0.113
H 0.092 -2.338 0.222 0.106
H -2.104 1.014 0.230 0.065
H -0.822 2.308 0.783 0.066
```

Properties
M, g/mol: 94.12
Gap between HOMO and LUMO, Ha: 0.2941
Charge: 0

***

Run Q
Formula: C5H6N2
Source: the OMol25 dataset
Level of theory: ωB97M-V with the def2-TZVPD basis set

Structure (XYZ):
```
13
Properties=species:S:1:pos:R:3:lowdin_charge:R:1
C 1.704 -0.136 0.447 -0.125
N 1.087 0.983 0.570 0.141
C -0.092 0.823 -0.162 -0.388
C -1.500 1.258 -0.177 -0.021
C -1.169 -0.137 0.157 -0.167
N -0.209 -0.438 -0.912 0.027
C 0.951 -1.137 -0.363 -0.162
H 2.618 -0.345 1.000 0.110
H -1.979 1.457 -1.133 0.098
H -1.805 1.901 0.644 0.113
H -1.462 -0.772 0.961 0.134
H 0.542 -1.891 0.354 0.132
H 1.505 -1.642 -1.135 0.108
```

Properties
SMILES: C1=N[C@]23C[C@H]2N3C1
M, g/mol: 94.12
Gap between HOMO and LUMO, Ha: 0.3260
Charge: 0

***

Last place for stability: run P

***

Run P
Formula: C5H6N2
Source: the OMol25 dataset
Level of theory: ωB97M-V with the def2-TZVPD basis set

Structure (XYZ):
```
13
Properties=species:S:1:pos:R:3:lowdin_charge:R:1
H 3.208 -0.523 0.039 0.045
N 2.852 0.446 0.074 0.073
C 1.595 0.531 -0.025 -0.304
N 0.714 -0.525 -0.111 0.053
C -0.676 -0.500 -0.064 -0.368
C -1.510 -1.526 0.081 0.065
C -1.244 0.838 -0.057 -0.092
C -1.607 2.023 -0.020 0.136
H 1.016 1.477 -0.056 0.112
H 1.150 -1.403 -0.224 0.127
H -1.167 -2.560 0.063 0.069
H -2.530 -1.347 0.122 0.043
H -1.800 3.069 0.177 0.040
```

Properties
SMILES: [H]/N=C\NC(=C)C#C
M, g/mol: 94.12
Gap between HOMO and LUMO, Ha: 0.3517
Charge: 0

***

Run Q
Formula: C5H6N2
Source: the OMol25 dataset
Level of theory: ωB97M-V with the def2-TZVPD basis set

Structure (XYZ):
```
13
Properties=species:S:1:pos:R:3:lowdin_charge:R:1
C -2.205 0.364 -0.075 -0.033
C -0.713 0.319 -0.148 -0.411
C -0.010 -0.946 -0.327 -0.028
C 1.301 -0.630 -0.355 -0.258
N 1.554 0.720 -0.420 0.036
N -0.006 1.409 -0.028 0.191
C 2.490 -0.143 0.334 -0.034
H -2.623 -0.506 0.179 0.026
H -2.476 1.219 0.578 0.097
H -2.673 0.640 -0.995 0.078
H -0.517 -1.953 -0.088 0.128
H 2.299 -0.244 1.343 0.077
H 3.580 -0.249 0.002 0.131
```

Properties
SMILES: Cc1cc2n(n1)C2
M, g/mol: 94.12
Gap between HOMO and LUMO, Ha: 0.3429
Charge: 0

***

Run R
Formula: C5H6N2
Source: the OMol25 dataset
Level of theory: ωB97M-V with the def2-TZVPD basis set

Structure (XYZ):
```
13
Properties=species:S:1:pos:R:3:lowdin_charge:R:1
C 2.415 0.788 -0.027 0.012
C 1.102 0.986 0.000 -0.219
N 0.192 -0.039 -0.072 -0.034
C 0.432 -1.319 -0.064 -0.376
N 0.557 -2.465 -0.061 0.161
C -1.592 0.285 -0.008 0.036
C -2.417 -0.713 0.076 0.007
H 3.088 1.621 0.025 0.044
H 2.832 -0.202 -0.100 0.052
H 0.660 1.970 0.070 0.106
H -1.704 1.348 -0.059 0.082
H -3.478 -0.522 0.102 0.070
H -2.086 -1.737 0.118 0.060
```

Properties
SMILES: C=CN(C#N)C=C
M, g/mol: 94.12
Gap between HOMO and LUMO, Ha: 0.3461
Charge: 0

***

Run S
Formula: C5H6N2
Source: the OMol25 dataset
Level of theory: ωB97M-V with the def2-TZVPD basis set

Structure (XYZ):
```
13
Properties=species:S:1:pos:R:3:lowdin_charge:R:1
C 2.891 -0.879 0.224 0.105
C 1.643 -1.332 0.662 -0.002
C 3.273 0.373 -0.224 -0.119
C -1.249 -0.564 -0.264 -0.106
C -0.185 0.388 0.214 -0.220
N 2.051 0.884 -0.181 0.064
N 1.207 -0.073 0.283 -0.252
H 4.159 0.712 -0.556 0.069
H -2.179 -0.206 -0.059 0.029
H -1.338 -0.716 -1.399 0.109
H -1.117 -1.487 0.245 0.052
H -0.209 1.283 -0.465 0.121
H -0.568 0.809 1.253 0.150
```

Properties
M, g/mol: 94.12
Gap between HOMO and LUMO, Ha: 0.3053
Charge: 0

***

Last place for stability: run S